[1]
Computed, not measured: a gas-phase ion, C5H9N2O (charge +1) in a non-equilibrium geometry, with the ωB97M-V functional and the def2-TZVPD basis.

Atoms and positions in Å:
H (1.37735, -0.36704, -3.16996)
N (-0.10038, 0.49627, -1.23067)
C (-0.43092, -1.86685, 1.10135)
H (-1.82959, -1.38724, -0.30546)
H (0.60783, 1.44786, 2.03199)
H (2.78090, 0.97898, -2.60665)
H (1.58077, 1.02356, 0.67365)
C (1.72313, 0.47301, -2.53156)
C (-1.28175, -1.04141, 0.54939)
H (-0.25696, -2.97700, 0.75969)
N (0.68918, 1.11760, 1.01549)
C (-1.58860, 0.38017, 0.82087)
C (-0.36540, 0.85780, 0.31715)
H (0.08517, -1.40568, 1.93725)
H (-1.63329, 0.72657, 1.87666)
H (-2.47294, 0.64480, 0.21623)
O (1.11550, 0.89860, -1.45540)

Relative energy (zero: lowest compared OMol25 entry of this formula, charge and spin) (kcal/mol): 86.0
LUMO energy (alpha / beta) (eV): -4.49 / -6.35
⟨S²⟩: 2.011
2S+1: 3
HOMO energy (alpha / beta) (hartree): -0.4214 / -0.5397
Total charge: +1

=====

[2]
Computed, not measured: a molecular structure, C27H83N19O12Rb in a non-equilibrium geometry, with the ωB97M-V functional and the def2-TZVPD basis.

Atoms and positions in Å:
H (-2.96057, 1.29298, -4.38830)
H (0.52678, 5.65339, -1.66283)
C (0.48859, 2.01312, -4.44521)
O (-3.32882, 1.30002, 3.82424)
H (-0.92818, 1.93662, 2.32641)
H (-1.95299, -5.03389, 4.54091)
C (1.33803, -5.18625, 0.98595)
H (-0.14969, -4.53485, -3.70604)
N (-4.14710, 3.67310, 2.37144)
N (0.71256, -4.02301, -3.82709)
C (0.56657, 3.77770, 0.08790)
N (-3.99409, 2.13716, 0.91893)
O (-0.06647, -2.46754, -2.53598)
C (3.15529, -0.33412, 5.46185)
N (0.80854, 1.16970, -6.69859)
H (-4.74402, -3.53814, 1.92661)
H (-4.15680, 1.78956, -0.01530)
N (-2.55172, 0.76398, 5.79955)
N (-2.37008, -0.69755, 4.22941)
H (0.75131, -2.25494, 4.69449)
N (4.65191, -0.29928, -0.01920)
N (-4.15611, -2.73257, 2.08638)
H (-4.30833, -2.37066, 3.01694)
O (-4.86306, 4.04697, 0.32393)
N (-2.82694, -2.48789, -2.79408)
C (0.03731, -4.39470, 1.03349)
Rb (-0.27883, -0.10432, -0.52127)
C (-3.18060, -2.35525, 1.32252)
H (6.67332, 2.34579, -1.66360)
H (-0.40722, -2.48075, 1.52962)
H (-1.76250, -4.49971, 2.26741)
N (-4.53934, -3.12329, -3.87362)
H (-2.90236, 1.62909, 6.18522)
O (-2.44068, -1.47120, 1.49466)
H (0.58866, 0.34609, 5.68537)
O (-0.12581, -4.79564, 3.38629)
H (4.22139, 4.50840, -0.24249)
H (-0.79196, -6.31040, 4.65326)
H (-0.53309, -4.34470, 0.10600)
O (-0.36056, -1.30743, 6.53461)
H (1.40288, 1.98467, -6.64676)
C (3.33562, 5.08414, -4.33453)
H (-1.69603, -1.13110, 4.84405)
N (3.20144, -1.79446, 0.42616)
H (-1.20870, 2.65228, 0.83955)
H (5.38848, 3.76667, -3.59257)
N (-3.20512, 3.42031, -2.21259)
C (0.58273, 0.74126, -5.36107)
H (1.95743, -4.83110, 0.16235)
C (-0.88084, -5.23030, 4.53675)
H (4.28397, 5.58964, -4.51678)
H (3.04469, 4.52601, -5.22445)
C (3.38955, -0.65321, -0.04585)
H (1.01006, -3.05520, 2.03949)
N (0.41602, -2.98095, 1.22604)
O (-2.70215, -4.33105, -4.02960)
O (2.52179, -0.08320, -0.60864)
N (2.11089, -2.50828, -3.23393)
H (-1.96584, 0.16656, 6.36517)
H (5.29671, -1.01377, 0.28714)
N (5.81798, 1.81101, -1.71360)
H (3.99711, -2.25087, 0.84889)
H (5.84663, 4.48522, -0.98952)
O (3.36466, 4.16451, -3.21546)
C (-0.41204, 5.10015, -1.63737)
H (2.85056, 0.37676, 4.69381)
H (-2.54951, -2.95495, -0.52110)
H (1.85414, 2.20204, 2.91236)
H (-0.13485, -1.42762, 8.59314)
H (2.42159, -1.75516, -2.63695)
C (0.87306, -3.00699, -3.13093)
N (-3.17045, -3.11222, 0.25980)
H (-1.24329, 5.79674, -1.74636)
H (-2.66449, -1.42437, -5.37590)
C (-4.43323, 3.27628, 1.13988)
H (-0.05489, 1.56937, -7.03750)
H (5.74994, 1.29163, -2.57715)
C (5.02529, 3.87389, -0.61563)
H (2.31685, -2.28189, 0.42519)
C (-0.64666, -0.19804, -5.16226)
N (1.57461, -1.73592, 4.42453)
H (1.53396, 0.28642, -5.08470)
C (4.51920, 3.26081, -3.17240)
C (-0.38119, -2.05254, 7.73472)
H (2.03720, 1.74032, 1.08916)
H (-0.91416, -0.47177, -4.14166)
N (-3.35437, 2.05957, -3.86165)
H (5.38581, 3.38315, 0.28841)
H (-3.78246, 2.98828, 3.01809)
H (-4.99229, -3.70091, -4.56737)
C (1.78669, 2.47100, 1.85822)
H (-3.58048, 1.57994, 1.65279)
H (-1.36463, -2.46221, 7.96518)
H (-2.84164, 3.60375, -1.28829)
H (-3.79761, -0.11514, -5.15786)
H (1.02919, 0.01955, 7.27194)
C (-2.82183, 0.46896, 4.57627)
C (0.40285, 3.13099, 1.47459)
C (-0.81685, -5.02879, 2.14939)
C (-2.97514, -0.46227, -5.78328)
H (-4.05276, 2.72552, -4.15975)
H (0.29628, -2.89974, 7.62804)
H (-0.93729, -6.11140, 2.18867)
H (-0.51677, -1.09110, -5.77355)
H (-0.47495, 2.52118, -4.40558)
H (2.71162, -2.85616, -3.96755)
H (1.16600, -0.94072, 3.95465)
H (3.36486, 0.35493, 6.28002)
H (-3.33844, -0.54515, -6.80760)
H (-0.42332, 4.42762, -2.49508)
H (2.54155, 3.25654, 1.89313)
H (4.25320, 2.43366, -3.83056)
H (0.61352, 1.54295, -3.46980)
H (-3.71161, 4.10853, -2.75103)
H (-4.82599, -2.16670, -3.72237)
N (-0.57466, 2.09446, 1.39356)
O (-0.66918, 4.34088, -0.48163)
H (1.31068, 4.57225, 0.14341)
H (0.87273, 2.94113, -0.54020)
H (4.11185, -0.82751, 5.28966)
H (2.03407, -5.02432, 1.80900)
H (-2.43876, -1.01142, 3.27188)
O (-2.22330, 1.49211, -2.08895)
C (-3.28415, -3.37089, -3.60486)
H (1.44744, -4.49772, -4.33176)
C (4.70410, 2.79079, -1.69487)
C (0.80244, -0.49865, 6.34020)
C (1.96554, -1.28009, 5.74503)
O (-1.89028, 0.42860, -5.56234)
C (-2.88078, 2.26408, -2.72269)
H (-4.28080, 4.64722, 2.60233)
H (3.86287, 2.22604, -1.29302)
H (-3.75941, -3.91963, 0.11379)
H (2.62235, 5.88342, -4.13327)
H (5.06963, 0.59343, -0.23983)
H (-3.39447, -1.71006, -2.48914)
H (-0.45112, -4.68120, 5.37456)
H (1.25479, 2.75519, -4.66966)
H (-1.83148, -2.60176, -2.66682)
H (1.08688, -6.24198, 0.88370)
H (2.25505, -2.04594, 6.46459)
H (0.18036, 3.86783, 2.24637)

Relative energy (zero: lowest compared OMol25 entry of this formula, charge and spin) (kcal/mol): 10.2
LUMO energy (eV): -1.74
HOMO energy (hartree): -0.3871
Total charge: +1

=====

[3]
Computed, not measured: a single C10H9NO molecule in a non-equilibrium geometry, with the ωB97M-V functional and the def2-TZVPD basis.

Atoms and positions in Å:
C (2.25744, 1.98300, 1.10804)
C (1.29292, 1.30082, 1.74464)
C (1.67347, 1.12722, -1.01759)
H (-3.14299, -1.44415, -1.48810)
C (-0.61910, -0.30874, 1.45678)
C (-1.23138, -1.24124, 0.64598)
C (-1.18025, -1.05302, -0.79909)
C (-2.11730, -1.64304, -1.83597)
H (2.79269, 2.75503, 1.71783)
H (-2.52064, -2.72480, 0.43349)
C (0.42788, 0.46668, 0.96334)
H (1.14923, 1.39845, 2.81838)
H (-2.04924, -2.69871, -1.92615)
H (-1.86382, -1.00951, -2.72577)
H (1.84683, 1.06063, -2.06016)
C (2.49483, 1.95895, -0.31534)
C (0.60714, 0.39159, -0.48446)
H (-0.84691, -0.36628, 2.59790)
O (-1.99235, -2.25715, 1.18240)
N (-0.30004, -0.23282, -1.27740)
H (3.32160, 2.53707, -0.73875)

Relative energy (zero: lowest compared OMol25 entry of this formula, charge and spin) (kcal/mol): 16.3
LUMO energy (eV): 0.52
SMILES string: Cc1nc2ccccc2cc1O
HOMO energy (hartree): -0.3046
Total charge: 0

=====

[4]
Computed, not measured: 2 unconnected molecules or ions with the total composition C5H12N2O in a non-equilibrium geometry, with the ωB97M-V functional and the def2-TZVPD basis.

Atoms and positions in Å:
H (-3.37029, -0.95805, -1.51153)
H (0.23240, 3.59909, 2.44713)
H (2.91554, 0.55982, -0.44224)
H (2.21053, 1.95429, -0.85757)
H (0.02230, 0.68001, 0.51466)
H (-0.26731, 4.20012, 3.85534)
C (-0.00801, -2.55983, 0.14610)
N (-1.73944, -0.97034, -0.28448)
O (-0.22258, 3.36024, 3.35678)
C (1.13625, 0.26106, -1.33800)
H (1.27252, -0.45973, 0.54416)
H (0.63631, 1.10869, -1.75722)
H (0.85029, -2.97978, 0.46814)
C (0.44786, -0.11815, -0.02504)
H (1.50916, -0.75908, -1.79832)
H (-0.78347, -3.30755, 0.19810)
N (2.42302, 0.93566, -1.17044)
C (-2.26771, -1.09068, -1.47218)
C (-0.38734, -1.26380, 0.00862)
H (-1.75863, -1.64868, -2.24748)

Relative energy (zero: lowest compared OMol25 entry of this formula, charge and spin) (kcal/mol): 103.9
LUMO energy (eV): 0.54
SMILES string: C=NC(=C)CCN.O
HOMO energy (hartree): -0.3211
Total charge: 0

=====

[5]
Computed, not measured: a molecular structure, C34H32N5OS3Sm, with the ωB97M-V functional and the def2-TZVPD basis.

Atoms and positions in Å:
H (-3.51387, 1.50088, -4.61839)
H (-1.04480, 1.06158, -4.58769)
H (-3.43792, 2.16977, -2.98803)
H (-1.19488, 2.82165, 0.10830)
C (3.78448, -1.09880, 4.59739)
S (-0.73813, -1.65436, -3.06994)
C (-4.72186, 2.48449, 3.54788)
H (-0.57635, -4.41114, -5.42603)
H (4.42743, -0.91220, 5.44897)
C (2.04960, -2.35577, 3.54046)
N (-6.93932, 3.42497, 2.13174)
H (-3.08204, 0.45805, -3.25585)
N (0.07614, -1.39176, -0.63719)
C (1.66883, -4.30744, -2.90524)
C (-0.69440, -3.46041, -2.88805)
N (0.05455, 1.85501, 1.41908)
C (-0.83546, 1.35615, 3.58473)
C (-1.11477, 2.41229, 1.10584)
C (2.76350, 3.67196, 0.51087)
C (2.63535, -5.31479, -4.86031)
H (4.59891, 2.36683, -1.93330)
C (3.84097, 2.81043, -1.30390)
H (2.54309, 3.98748, 1.52056)
S (-3.32531, 1.89727, 4.46456)
H (1.33864, -5.46544, -6.56352)
H (4.63757, 0.48350, 3.41281)
C (2.83587, -2.11931, 4.65013)
H (-0.29187, -3.35307, 1.10168)
H (2.72383, -2.72394, 5.53932)
H (3.68628, -5.01687, -3.01423)
C (-1.51056, 1.78874, -3.91818)
C (2.15082, -1.57881, 2.37867)
H (-0.70158, -3.66502, -1.81703)
C (-0.70404, 1.77014, -2.69393)
C (0.35758, -4.55042, -4.89360)
C (1.43473, -5.14150, -5.53539)
C (2.61808, 3.36102, -1.74363)
H (-7.23712, 1.47871, 1.54106)
H (-0.66791, 0.91134, 4.55643)
C (1.28683, -1.90409, 1.21878)
C (1.95045, 3.88884, -0.62479)
H (1.77160, -3.96302, -1.88359)
C (-2.19203, 2.47461, 1.97186)
C (2.75047, -4.89477, -3.54366)
C (-2.97712, 1.45840, -3.67235)
C (0.50894, -1.21600, -1.83921)
N (-0.05344, 1.76587, -1.75104)
H (1.24056, -3.99421, 1.75018)
H (-6.45859, 5.29063, 2.85063)
C (3.93235, 3.01252, 0.08861)
H (1.00188, 4.40640, -0.63704)
C (-6.60327, 2.13750, 2.12359)
C (0.79675, -3.31180, 1.03436)
C (3.08721, -0.51900, 2.34940)
O (3.20555, 0.28304, 1.31563)
H (1.31854, -3.15212, 3.58245)
C (-5.06383, 3.82957, 3.56844)
H (-4.47540, 4.53905, 4.13402)
H (1.13737, 0.90858, 2.90450)
C (-5.51580, 1.61799, 2.81016)
S (2.04916, -0.63509, -2.40619)
C (-2.05972, 1.92420, 3.23895)
H (2.27382, 3.39104, -2.76698)
C (3.91251, -0.31753, 3.46901)
H (-5.29043, 0.56100, 2.76680)
H (4.75758, 2.71793, 0.71765)
H (1.05439, -3.65010, 0.03084)
H (-3.11191, 2.93609, 1.64343)
C (-6.17516, 4.24451, 2.84969)
H (-1.38194, 2.77682, -4.36378)
Sm (1.98256, 1.19383, -0.24180)
H (3.47939, -5.77230, -5.35969)
C (0.46252, -4.12839, -3.57283)
H (-1.64357, -3.81486, -3.29290)
C (0.18081, 1.35028, 2.65250)
N (0.96691, -0.98658, 0.37734)

Relative energy (zero: lowest compared OMol25 entry of this formula, charge and spin) (kcal/mol): 0.0
LUMO energy (alpha / beta) (eV): 0.00 / 0.01
⟨S²⟩: 8.759
2S+1: 6
HOMO energy (alpha / beta) (hartree): -0.2858 / -0.2869
Total charge: 0

=====

[6]
Computed, not measured: a single C2H3ClFN molecule in a non-equilibrium geometry, with the ωB97M-V functional and the def2-TZVPD basis.

Atoms and positions in Å:
C (-1.43297, 0.11605, 0.01825)
Cl (1.99625, -0.07376, -1.52287)
C (0.96980, 0.10421, 0.11499)
H (1.63764, 0.58832, 0.70294)
N (-0.27828, 0.61951, -0.20464)
H (-1.51059, -0.80170, 0.72118)
F (0.83873, -1.12784, 0.66461)
H (-2.22058, 0.57521, -0.49445)

Relative energy (zero: lowest compared OMol25 entry of this formula, charge and spin) (kcal/mol): 11.8
LUMO energy (eV): 0.00
SMILES string: C=N[C@@H](F)Cl
HOMO energy (hartree): -0.3826
Total charge: 0

=====

[7]
Computed, not measured: a single C4H2ClF2N molecule in a non-equilibrium geometry, with the ωB97M-V functional and the def2-TZVPD basis.

Atoms and positions in Å:
C (0.71610, 0.11058, 0.04379)
C (2.05267, -0.39046, -0.08174)
Cl (-1.81230, -1.03071, 0.10073)
N (3.20125, -0.67764, -0.12016)
C (-0.45899, -0.42566, -0.73070)
C (-0.09694, 1.03126, -0.81450)
F (0.34541, 0.40129, 1.36251)
F (-0.88969, 1.81823, 0.00318)
H (-0.21022, -0.96061, -1.73863)
H (0.23210, 1.29612, -1.92501)

Relative energy (zero: lowest compared OMol25 entry of this formula, charge and spin) (kcal/mol): 28.1
LUMO energy (eV): 0.24
SMILES string: N#C[C@@]1(F)[C@H](F)[C@@H]1Cl
HOMO energy (hartree): -0.4012
Total charge: 0

=====

[8]
Computed, not measured: 3 unconnected molecules or ions with the total composition C3H11O2S in a non-equilibrium geometry, with the ωB97M-V functional and the def2-TZVPD basis.

Atoms and positions in Å:
H (2.26739, -1.30172, -0.76794)
H (-0.35815, 1.52626, 1.11250)
H (0.76674, 0.89305, -1.72258)
H (-0.16836, -2.01455, -1.62442)
H (-2.46570, 0.59099, 0.39060)
H (1.21411, -0.26479, -2.88908)
H (-0.69585, -0.74721, -0.55201)
H (-3.20105, 0.05390, 1.58034)
H (-0.47734, 0.19169, -2.80542)
C (1.33539, -1.24872, -0.20162)
H (1.26824, -2.19143, 0.34487)
H (-0.73546, 2.04631, -0.22333)
C (0.16449, -1.09031, -1.14603)
S (1.47820, 0.06750, 1.06711)
C (0.40859, -0.01607, -2.19939)
O (-1.07868, 2.04384, 0.67897)
O (-3.05112, -0.14298, 0.65009)

Relative energy (zero: lowest compared OMol25 entry of this formula, charge and spin) (kcal/mol): 4.6
LUMO energy (eV): 3.93
HOMO energy (hartree): -0.1007
Total charge: -1